[1]
Formula: C8H39BNO9P
Source: OMol25
Level of theory: ωB97M-V/def2-TZVPD

Values from the calculation:
**HOMO-LUMO gap**: 7.93 eV
**HOMO energy**: -7.92 eV
**SMILES**: CCP(BCCCCN)CC.O.O.O.O.O.O.O.O.O
**Maximum force**: 0.97 eV/Å
**LUMO level**: 0.0004 Eh

The geometry in ORCA input format:
```
! wB97M-V def2-TZVPD RIJCOSX def2/J DEFGRID3
* xyz 0 1
C 2.340 3.335 -0.726
C 1.809 2.209 -1.622
P 2.704 0.624 -1.284
B 1.489 -0.254 -0.069
C 1.721 -0.372 1.473
C 0.781 0.624 2.186
C -0.687 0.183 2.208
C -1.549 0.636 1.015
N -0.990 1.779 0.297
C 2.446 -0.415 -2.813
C 1.148 -0.069 -3.559
H 1.882 3.304 0.263
H 3.419 3.263 -0.599
H 2.108 4.306 -1.164
H 1.967 2.479 -2.665
H 0.738 2.108 -1.452
H 0.484 -0.731 -0.529
H 1.482 -1.386 1.792
H 2.765 -0.159 1.703
H 0.919 1.614 1.754
H 1.118 0.683 3.221
H -1.128 0.485 3.158
H -0.687 -0.908 2.204
H -1.603 -0.190 0.311
H -2.579 0.800 1.357
H -0.741 2.542 0.912
H -1.613 2.109 -0.429
H 2.378 -1.438 -2.438
H 3.331 -0.322 -3.438
H 1.334 0.750 -4.244
H 0.380 0.210 -2.847
H 0.793 -0.948 -4.097
O 6.074 0.729 -2.453
H 5.995 0.043 -3.122
H 5.184 0.813 -2.080
O -2.246 2.431 4.514
H -3.017 2.968 4.730
H -2.230 2.412 3.552
O 1.330 -3.927 1.676
H 2.239 -4.043 1.976
H 1.423 -3.520 0.807
O -1.849 -0.100 -2.302
H -2.650 -0.633 -2.285
H -1.561 -0.094 -1.381
O 0.355 1.645 -6.231
H 0.216 0.945 -6.875
H -0.475 1.696 -5.747
O -3.003 -1.819 -0.599
H -3.448 -1.719 0.248
H -3.368 -2.639 -0.950
O -5.641 -2.788 -0.530
H -6.476 -3.254 -0.635
H -5.849 -1.860 -0.684
O -4.542 2.187 6.649
H -3.594 2.118 6.805
H -4.903 1.378 7.022
O 1.710 -6.761 2.760
H 0.873 -7.223 2.661
H 1.493 -5.835 2.599
*
```



[2]
Formula: C3H10N3
Source: OMol25
Level of theory: ωB97M-V/def2-TZVPD

Values from the calculation:
**HOMO-LUMO gap**: 11.16 eV
**HOMO energy**: -14.30 eV
**Energy above the lowest of the compared OMol25 structures with the same formula, charge and spin**: 68.6 kcal per mole
**SMILES**: [H]/N=C/[C@H]([NH3+])CN
**Maximum force**: 4.11 eV/Å
**LUMO level**: -0.1156 Eh

The geometry in ORCA input format:
```
! wB97M-V def2-TZVPD RIJCOSX def2/J DEFGRID3
* xyz 1 1
H -3.651 -0.017 -0.255
N -2.700 0.141 -0.016
C -1.848 -0.700 -0.222
C -0.355 -0.207 0.225
N -0.151 1.247 0.113
C 1.133 -0.844 -0.142
N 2.108 0.358 0.041
H -1.961 -1.719 -0.564
H -0.312 -0.517 1.222
H -0.908 1.773 0.605
H -0.324 1.606 -0.915
H 0.936 1.283 0.330
H 1.241 -1.198 -1.073
H 1.326 -1.687 0.537
H 2.708 0.132 0.884
H 2.758 0.349 -0.770
*
```



[3]
Formula: C28H24N9O4RhSSe2Te2
Source: OMol25
Level of theory: ωB97M-V/def2-TZVPD

Values from the calculation:
**HOMO-LUMO gap (alpha / beta)**: 5.92 / 5.72 eV
**HOMO energy (alpha / beta)**: -6.63 / -7.14 eV
**Energy above the lowest of the compared OMol25 structures with the same formula, charge and spin**: 0.0 kcal per mole
**Maximum force**: 0.95 eV/Å
**LUMO level (alpha / beta)**: -0.0260 / -0.0522 Eh
**<S²>**: 6.0194

The geometry in ORCA input format:
```
! wB97M-V def2-TZVPD RIJCOSX def2/J DEFGRID3
* xyz 0 5
Rh 0.371 1.785 -1.867
C -2.793 -7.385 8.188
O -2.783 -5.971 8.275
C -2.420 -5.275 7.173
C -2.436 -3.884 7.298
C -2.083 -3.088 6.233
C -1.703 -3.656 5.013
C -1.693 -5.038 4.899
C -2.046 -5.854 5.966
C -1.341 -2.773 3.902
N -1.443 -1.464 3.914
C -1.005 -1.056 2.681
C -0.632 -2.131 1.912
N -0.851 -3.230 2.707
C -0.145 -2.012 0.576
C 0.232 -3.077 -0.251
C 0.663 -2.818 -1.528
C 0.716 -1.492 -1.961
N 0.376 -0.476 -1.195
C -0.057 -0.706 0.056
C -0.457 0.444 0.856
N -0.374 1.660 0.284
C -0.755 2.724 0.964
C -1.235 2.645 2.275
C -1.324 1.417 2.879
C -0.933 0.279 2.163
H -3.112 -7.744 9.162
H -1.796 -7.775 7.967
H -3.497 -7.730 7.428
H -2.731 -3.454 8.246
H -2.096 -2.011 6.324
H -1.419 -5.519 3.968
H -2.031 -6.926 5.841
H -0.679 -4.190 2.470
H 0.176 -4.097 0.110
H 0.952 -3.616 -2.197
H 1.031 -1.250 -2.968
H -0.683 3.671 0.441
H -1.535 3.548 2.787
H -1.694 1.300 3.889
Se 0.466 4.346 -2.280
Te -0.944 4.961 -4.240
Te -2.385 2.763 -4.817
Se -1.930 1.330 -2.870
N 5.444 5.456 0.146
C 4.473 4.702 -0.405
N 3.783 5.216 -1.432
N 4.283 3.505 0.119
C 3.344 2.754 -0.401
N 2.540 2.049 -0.850
H 5.764 6.300 -0.292
H 6.026 5.018 0.837
H 3.902 6.178 -1.698
H 2.956 4.755 -1.798
N 1.967 1.466 -3.667
C 1.412 1.673 -4.968
C 0.565 0.734 -5.537
C -0.175 1.077 -6.658
C -0.077 2.358 -7.188
C 0.874 3.239 -6.706
C 1.622 2.894 -5.594
S -1.405 3.011 -8.186
O -2.260 3.567 -7.105
O -2.005 1.879 -8.853
O -0.820 4.033 -9.022
H 2.490 2.291 -3.394
H 2.590 0.670 -3.589
H 0.406 -0.222 -5.049
H -0.904 0.395 -7.077
H 0.953 4.221 -7.154
H 2.310 3.608 -5.156
*
```



[4]
Formula: C5H4BrN
Source: OMol25
Level of theory: ωB97M-V/def2-TZVPD

Values from the calculation:
**HOMO-LUMO gap**: 8.79 eV
**HOMO energy**: -8.69 eV
**Energy above the lowest of the compared OMol25 structures with the same formula, charge and spin**: 20.1 kcal per mole
**SMILES**: N#C[C@]12C[C@@]1(Br)C2
**Maximum force**: 3.49 eV/Å
**LUMO level**: 0.0037 Eh

The geometry in ORCA input format:
```
! wB97M-V def2-TZVPD RIJCOSX def2/J DEFGRID3
* xyz 0 1
N -0.395 3.525 0.002
C -0.258 2.382 -0.008
C 0.069 1.036 -0.011
C -0.133 0.034 -1.121
C -1.094 -0.340 -0.017
Br -2.944 -0.098 -0.001
C -0.163 0.046 1.105
H -0.536 0.392 -2.067
H 0.686 -0.671 -1.253
H 0.649 -0.657 1.295
H -0.601 0.419 2.029
*
```



[5]
Formula: C36H38KN11O2
Source: OMol25
Level of theory: ωB97M-V/def2-TZVPD

Values from the calculation:
**HOMO-LUMO gap**: 4.87 eV
**HOMO energy**: -6.13 eV
**Energy above the lowest of the compared OMol25 structures with the same formula, charge and spin**: 2.3 kcal per mole
**Maximum force**: 0.74 eV/Å
**LUMO level**: -0.0463 Eh

The geometry in ORCA input format:
```
! wB97M-V def2-TZVPD RIJCOSX def2/J DEFGRID3
* xyz 0 1
K -0.229 0.320 0.058
C -5.053 -3.135 -3.766
C -3.689 -2.780 -3.240
C -2.664 -3.725 -3.155
C -1.424 -3.411 -2.645
C -1.094 -2.121 -2.163
N 0.109 -1.827 -1.578
C 1.226 -2.338 -2.197
C 1.401 -2.264 -3.600
C 2.573 -2.632 -4.222
C 3.672 -3.103 -3.499
C 4.968 -3.456 -4.177
C 3.513 -3.225 -2.131
C 2.325 -2.869 -1.502
N 2.230 -3.142 -0.104
C 1.479 -4.110 0.458
C 1.873 -4.216 1.771
C 2.879 -3.241 1.908
N 3.089 -2.595 0.773
C -2.136 -1.179 -2.302
C -3.387 -1.498 -2.813
N -1.918 0.207 -1.993
C -1.079 1.051 -2.632
C -1.320 2.315 -2.144
C -2.350 2.131 -1.204
N -2.708 0.858 -1.117
H -5.014 -4.038 -4.376
H -5.463 -2.333 -4.381
H -5.760 -3.318 -2.953
H -2.850 -4.738 -3.498
H -0.657 -4.177 -2.596
H 0.573 -1.890 -4.192
H 2.648 -2.543 -5.301
H 4.797 -3.811 -5.193
H 5.498 -4.237 -3.632
H 5.634 -2.591 -4.240
H 4.314 -3.621 -1.516
H 0.749 -4.647 -0.125
H 1.494 -4.894 2.516
H 3.452 -2.981 2.784
H -4.126 -0.707 -2.882
H -0.392 0.684 -3.376
H -0.842 3.234 -2.437
H -2.850 2.866 -0.593
N 2.575 0.414 0.130
C 3.265 0.658 1.408
C 2.258 0.937 2.527
N 1.108 0.036 2.444
C 0.607 -0.532 3.687
C -0.150 -1.842 3.430
N -0.871 -1.827 2.149
H 2.253 -0.551 0.180
H 3.261 0.398 -0.618
H 3.922 1.525 1.302
H 3.887 -0.200 1.686
H 1.931 1.982 2.473
H 2.757 0.808 3.490
H 0.334 0.552 2.049
H -0.041 0.180 4.221
H 1.451 -0.744 4.347
H -0.879 -1.988 4.231
H 0.556 -2.673 3.479
H -1.503 -2.619 2.114
H -0.211 -1.995 1.391
O -2.408 7.878 2.831
N -1.406 7.351 2.393
O -0.372 7.943 2.155
C -1.420 5.882 2.239
C -2.364 5.234 2.951
C -2.448 3.810 2.928
C -3.423 3.109 3.661
C -3.448 1.743 3.593
C -2.489 1.095 2.798
N -1.564 1.730 2.109
C -1.537 3.075 2.160
C -0.538 3.783 1.374
N 0.281 3.029 0.621
C 1.184 3.620 -0.126
C 1.314 5.011 -0.198
C 0.489 5.799 0.560
C -0.470 5.193 1.398
H -3.058 5.803 3.554
H -4.138 3.658 4.262
H -4.182 1.162 4.132
H -2.468 0.013 2.712
H 1.830 2.960 -0.696
H 2.059 5.455 -0.845
H 0.574 6.871 0.522
*
```



[6]
Formula: C44H50Li2O20S
Source: OMol25
Level of theory: ωB97M-V/def2-TZVPD

Values from the calculation:
**HOMO-LUMO gap**: 7.35 eV
**HOMO energy**: -7.62 eV
**Energy above the lowest of the compared OMol25 structures with the same formula, charge and spin**: 41.1 kcal per mole
**Maximum force**: 16.15 eV/Å
**LUMO level**: -0.0100 Eh

The geometry in ORCA input format:
```
! wB97M-V def2-TZVPD RIJCOSX def2/J DEFGRID3
* xyz 0 1
Li -2.433 -0.324 1.714
Li -0.916 -0.191 -3.573
S -0.101 0.370 -0.518
O -1.071 -0.183 0.478
O -0.400 -0.156 -1.824
O -0.208 1.794 -0.610
O 1.244 -0.055 -0.080
C 1.331 0.435 -4.796
O 0.006 0.463 -5.260
H 1.710 -0.664 -4.694
H 1.282 0.851 -3.877
H 2.153 1.057 -5.252
H -0.158 1.443 -5.484
C -4.024 2.491 -0.108
O -3.302 1.676 0.721
H -5.020 2.222 0.175
H -3.890 2.072 -1.187
H -4.108 3.570 -0.003
H -2.303 1.869 0.285
C 1.007 0.113 3.527
C 0.610 -0.257 4.890
C 1.550 -0.337 5.866
C 2.894 -0.464 5.587
C 3.328 -0.164 4.251
C 2.272 0.128 3.192
O 2.719 0.383 1.935
O 1.101 -0.415 7.143
H 0.220 0.421 2.913
H -0.148 -0.404 5.273
H 3.599 -0.722 6.378
H 4.222 -0.458 3.946
H 1.944 0.272 1.312
H 1.763 -0.095 7.881
C 3.230 2.426 -0.380
C 3.292 3.891 -0.507
C 3.904 4.443 -1.604
C 4.115 3.661 -2.791
C 3.779 2.315 -2.758
C 3.438 1.635 -1.554
O 3.403 0.282 -1.477
O 4.225 5.715 -1.635
H 2.841 2.186 0.426
H 2.886 4.450 0.269
H 4.457 4.134 -3.565
H 4.344 1.498 -3.461
H 2.597 0.006 -1.016
H 5.105 6.106 -2.014
C -0.789 5.420 -5.235
C -1.205 4.113 -4.791
C -0.647 3.610 -3.611
C 0.238 4.314 -2.921
C 0.700 5.574 -3.335
C 0.176 6.163 -4.500
O 0.461 7.414 -4.864
O -0.966 2.348 -3.299
H -1.421 5.842 -6.273
H -1.890 3.297 -5.380
H 0.777 3.852 -1.990
H 1.440 6.256 -2.867
H 0.961 8.079 -4.318
H -0.841 2.221 -2.377
C -1.785 -3.784 -1.525
C -1.750 -5.142 -1.751
C -2.819 -5.632 -2.413
C -4.008 -4.956 -2.690
C -4.026 -3.573 -2.471
C -2.929 -3.032 -1.752
O -3.058 -1.724 -1.340
O -2.740 -6.948 -2.726
H -1.114 -3.395 -0.983
H -0.823 -5.560 -1.567
H -4.875 -5.509 -3.311
H -4.902 -2.987 -2.550
H -2.179 -1.583 -0.845
H -3.621 -7.413 -2.955
C 0.355 3.374 4.076
C 0.228 3.380 2.693
C -0.789 4.021 1.907
C -1.640 4.840 2.631
C -1.564 4.857 4.058
C -0.568 4.163 4.673
O -0.304 4.587 5.996
O -0.908 3.850 0.626
H 1.184 2.724 4.618
H 1.024 2.886 2.105
H -2.277 5.698 2.203
H -2.358 5.494 4.813
H 0.314 4.153 6.579
H -0.544 3.196 0.282
C 1.870 -3.779 -2.679
C 1.766 -2.927 -1.585
C 1.933 -3.326 -0.311
C 2.128 -4.572 -0.081
C 2.148 -5.623 -1.077
C 2.007 -5.252 -2.392
O 1.863 -6.076 -3.501
O 1.870 -2.428 0.703
H 1.827 -3.492 -3.735
H 1.778 -1.976 -1.676
H 2.292 -5.105 0.911
H 2.346 -6.618 -0.751
H 1.702 -7.074 -3.234
H 1.720 -1.552 0.436
C -3.153 -4.447 4.593
C -2.462 -3.408 4.111
C -1.768 -3.492 2.895
C -1.707 -4.722 2.275
C -2.373 -5.871 2.885
C -3.033 -5.749 4.078
O -3.726 -6.776 4.574
O -1.120 -2.410 2.283
H -3.809 -4.379 5.470
H -2.540 -2.374 4.562
H -1.456 -4.696 1.255
H -2.312 -6.875 2.424
H -4.301 -6.377 5.256
H -0.474 -2.588 1.531
*
```



[7]
Formula: C5H10BrNO4S
Source: OMol25
Level of theory: ωB97M-V/def2-TZVPD

Values from the calculation:
**HOMO-LUMO gap**: 10.52 eV
**HOMO energy**: -10.03 eV
**Energy above the lowest of the compared OMol25 structures with the same formula, charge and spin**: 0.0 kcal per mole
**SMILES**: CCOC(=O)[C@@H](Br)O[S@](C)(=N)=O
**Maximum force**: 1.90 eV/Å
**LUMO level**: 0.0183 Eh

The geometry in ORCA input format:
```
! wB97M-V def2-TZVPD RIJCOSX def2/J DEFGRID3
* xyz 0 1
C -3.273 -0.288 -1.044
C -2.692 0.014 0.323
O -1.505 -0.776 0.486
C -0.571 -0.283 1.261
O -0.654 0.699 1.946
C 0.722 -1.110 1.270
Br 0.721 -2.402 -0.163
O 1.793 -0.228 1.187
S 1.820 0.932 -0.095
C 3.074 0.053 -1.091
N 2.214 2.373 0.211
O 0.545 0.816 -0.724
H -4.176 0.299 -1.193
H -2.546 -0.035 -1.809
H -3.515 -1.343 -1.127
H -3.384 -0.246 1.129
H -2.413 1.068 0.416
H 0.822 -1.665 2.207
H 4.054 0.418 -0.810
H 2.990 -1.012 -0.904
H 2.864 0.262 -2.133
H 3.111 2.456 0.655
*
```



[8]
Formula: C22H24N4O4
Source: OMol25
Level of theory: ωB97M-V/def2-TZVPD

Values from the calculation:
**HOMO-LUMO gap**: 7.84 eV
**HOMO energy**: -8.20 eV
**Energy above the lowest of the compared OMol25 structures with the same formula, charge and spin**: 53.8 kcal per mole
**SMILES**: Cc1ccc([C@@H]2/C(=C(\O)c3c(C)nc4ccccn34)C(=O)C(=O)N2CCN(C)C)o1
**Maximum force**: 0.96 eV/Å
**LUMO level**: -0.0131 Eh

The geometry in ORCA input format:
```
! wB97M-V def2-TZVPD RIJCOSX def2/J DEFGRID3
* xyz 0 1
C 4.742 -2.411 1.466
C 3.402 -1.775 1.375
C 2.576 -1.259 2.330
C 1.425 -0.788 1.651
C 1.631 -1.049 0.329
C 0.770 -0.835 -0.877
C -0.080 0.405 -0.765
C 0.465 1.656 -0.734
O 1.805 1.754 -0.914
C -0.273 2.877 -0.580
C -0.095 4.098 -1.257
C 0.948 4.455 -2.257
N -1.053 4.965 -0.926
C -1.835 4.352 -0.043
C -2.972 4.823 0.618
C -3.600 4.001 1.516
C -3.076 2.727 1.793
C -1.969 2.275 1.134
N -1.385 3.062 0.206
C -1.473 0.038 -0.867
O -2.451 0.765 -0.870
C -1.499 -1.482 -0.999
O -2.471 -2.200 -1.064
N -0.210 -1.892 -1.038
C 0.180 -3.278 -1.109
C -0.015 -3.994 0.237
N 0.591 -5.313 0.213
C -0.091 -6.252 1.078
C 2.005 -5.260 0.515
O 2.830 -1.649 0.158
H 4.697 -3.447 1.131
H 5.089 -2.385 2.495
H 5.454 -1.884 0.834
H 2.760 -1.217 3.384
H 0.563 -0.325 2.088
H 1.431 -0.798 -1.756
H 2.082 2.679 -0.878
H 1.215 3.598 -2.873
H 0.561 5.247 -2.892
H 1.846 4.835 -1.765
H -3.317 5.819 0.398
H -4.487 4.333 2.031
H -3.548 2.095 2.526
H -1.503 1.329 1.351
H -0.438 -3.775 -1.861
H 1.224 -3.322 -1.421
H -1.089 -4.093 0.405
H 0.397 -3.370 1.049
H -1.136 -6.320 0.780
H 0.367 -7.233 0.963
H -0.044 -5.967 2.141
H 2.434 -6.253 0.387
H 2.203 -4.921 1.546
H 2.503 -4.580 -0.173
*
```



[9]
Formula: C11H34NO5
Source: OMol25
Level of theory: ωB97M-V/def2-TZVPD

Values from the calculation:
**HOMO-LUMO gap**: 8.98 eV
**HOMO energy**: -12.09 eV
**Maximum force**: 0.59 eV/Å
**LUMO level**: -0.1141 Eh

The geometry in ORCA input format:
```
! wB97M-V def2-TZVPD RIJCOSX def2/J DEFGRID3
* xyz 1 1
C 3.168 -1.346 1.078
N 2.106 -2.036 0.257
C 0.831 -1.264 0.069
C -0.309 -1.747 0.970
O -1.153 -0.683 1.331
H 3.240 -1.825 2.050
H 2.911 -0.298 1.186
H 4.118 -1.445 0.562
H 2.526 -2.244 -0.648
H 1.899 -2.943 0.677
H 0.534 -1.346 -0.977
H 0.993 -0.207 0.276
H -0.902 -2.499 0.439
H 0.082 -2.183 1.893
H -1.404 -0.168 0.557
C 3.213 -6.458 0.953
C 3.642 -5.716 -0.294
O 3.859 -4.312 -0.043
H 2.294 -6.034 1.361
H 3.038 -7.510 0.733
H 3.982 -6.398 1.726
H 2.872 -5.763 -1.062
H 4.555 -6.148 -0.707
H 4.562 -4.248 0.613
C 1.318 3.130 -2.102
C 0.177 2.678 -1.218
O -0.584 1.616 -1.812
H 0.941 3.461 -3.069
H 1.863 3.953 -1.640
H 2.022 2.312 -2.285
H -0.526 3.491 -1.046
H 0.554 2.357 -0.239
H 0.007 0.876 -1.980
C -3.052 4.292 2.164
C -1.560 4.100 1.981
O -1.003 5.010 1.031
H -3.573 4.167 1.215
H -3.453 3.569 2.874
H -3.267 5.295 2.539
H -1.349 3.101 1.595
H -1.041 4.206 2.939
H -1.161 5.903 1.350
C -3.956 0.563 -2.272
C -4.605 1.661 -1.456
O -3.787 2.016 -0.340
H -3.782 -0.314 -1.644
H -4.565 0.262 -3.124
H -2.990 0.914 -2.642
H -5.561 1.339 -1.047
H -4.785 2.543 -2.078
H -2.942 2.318 -0.693
*
```



| no. | DFT total energy (Eh) |
| --- | --- |
| 1 | -1426.253531 |
| 2 | -284.266602 |
| 3 | -7722.917054 |
| 4 | -2821.581549 |
| 5 | -2747.308627 |
| 6 | -3624.381619 |
| 7 | -3524.370646 |
| 8 | -1372.715740 |
| 9 | -870.161611 |